No. 1
ORCA calculation (ωB97M-V/def2-TZVPD) on a cluster of 2 separate species, C4H6O2 in total.

Its frontier orbital gap is 9.357 eV. The total energy comes out at -8337.480 eV. The energy above the lowest of the compared OMol25 structures with the same formula, charge and spin is 2.9811 eV. As for the LUMO energy: 0.484 eV. The maximum force comes out at 0.01891 hartree/bohr. As for the structure (SMILES): O=C=CO.C=C.

```
12
C4H6O2 (ωB97M-V/def2-TZVPD)
O -1.776 -1.143 0.439
C -1.404 -0.103 0.053
C -1.056 1.109 -0.352
O -2.078 2.012 -0.631
H -0.016 1.357 -0.542
H -2.336 2.436 0.198
C 1.506 -0.719 0.761
C 1.393 -1.177 -0.482
H 2.145 0.128 1.000
H 0.957 -1.169 1.586
H 0.738 -2.013 -0.718
H 1.927 -0.719 -1.313
```

No. 2
ORCA calculation (ωB97M-V/def2-TZVPD) on a structure of composition C26H40BrCoNOP2.

As for the charge: +2. Its frontier orbital gap (spin up / spin down) is 6.590 / 4.250 eV. The total energy comes out at -157376.529 eV. The energy above the lowest of the compared OMol25 structures with the same formula, charge and spin is 0.0000 eV. As for the LUMO energy (spin up / spin down): -6.993 / -9.479 eV. As for the spin multiplicity: 4. The maximum force comes out at 0.14022 hartree/bohr. The expectation value of S² is 3.80.

```
72
C26H40BrCoNOP2 (ωB97M-V/def2-TZVPD)
N -5.324 3.435 -2.833
C -5.323 3.707 -1.525
C -4.628 2.914 -0.595
C -3.826 1.846 -1.056
C -3.932 1.507 -2.433
C -4.684 2.354 -3.282
C -2.637 1.462 -0.243
Co -1.160 0.001 0.274
P 3.764 -0.554 0.992
C -1.390 1.348 -0.993
C -0.188 2.199 -0.723
C 0.853 2.117 -1.663
C 1.975 2.936 -1.583
C 2.080 3.772 -0.452
C 1.015 3.961 0.443
C -0.140 3.175 0.295
Br 3.632 4.768 -0.196
H -2.671 1.838 0.794
H -1.510 1.025 -2.032
H -4.576 3.256 0.430
H -3.308 0.764 -2.907
H -5.861 4.604 -1.210
H -4.713 2.176 -4.366
H 0.746 1.423 -2.486
H -0.972 3.322 0.983
H 2.706 2.988 -2.388
H 1.144 4.676 1.259
P -1.326 -2.060 0.179
C 3.802 1.274 1.077
C 5.213 1.744 0.728
H 3.538 1.600 2.097
H 3.031 1.636 0.392
H 5.298 2.824 0.866
H 5.955 1.253 1.370
H 5.448 1.536 -0.321
C 2.895 -0.942 -0.585
C 3.831 -1.844 -1.401
H 2.631 -0.013 -1.108
H 1.960 -1.464 -0.328
H 3.440 -2.028 -2.408
H 4.836 -1.412 -1.505
H 3.940 -2.814 -0.901
C 2.629 -0.939 2.352
C 3.428 -1.667 3.436
H 1.833 -1.561 1.932
H 2.181 -0.009 2.723
H 2.768 -2.321 4.010
H 4.232 -2.274 3.000
H 3.874 -0.968 4.149
C -0.788 -2.802 1.780
C -1.389 -4.178 1.965
H -1.071 -2.131 2.596
H 0.312 -2.811 1.777
H -2.451 -4.099 2.220
H -1.282 -4.800 1.069
H -0.905 -4.703 2.792
C -0.248 -2.926 -1.061
C -0.166 -2.190 -2.396
H -0.575 -3.971 -1.195
H 0.746 -2.955 -0.583
H -1.158 -2.058 -2.852
H 0.258 -1.182 -2.265
H 0.473 -2.712 -3.120
C -3.071 -2.505 -0.150
C -4.006 -1.641 0.685
H -3.213 -3.581 0.048
H -3.251 -2.361 -1.233
H -4.818 -1.251 0.056
H -4.449 -2.240 1.486
H -3.540 -0.746 1.132
O -0.827 0.834 3.035
C -1.088 0.440 1.956
```

No. 3
ORCA calculation (ωB97M-V/def2-TZVPD) on a cluster of 11 separate species, C21H47Cl4N5O22 in total.

Its frontier orbital gap is 10.384 eV. The total energy comes out at -125109.906 eV. The energy above the lowest of the compared OMol25 structures with the same formula, charge and spin is 1.0337 eV. As for the LUMO energy: -0.099 eV. The maximum force comes out at 0.03707 hartree/bohr. As for the structure (SMILES): C[N+](=O)[O-].C[N+](=O)[O-].C[N+](=O)[O-].C[N+](=O)[O-].C[N+](=O)[O-].COC(=O)OC.COC(=O)OC.COC(=O)OC.COC(=O)OC.ClCCCl.ClCCCl.

```
99
C21H47Cl4N5O22 (ωB97M-V/def2-TZVPD)
C -17.027 -14.897 10.805
N -15.716 -14.542 11.403
O -15.564 -13.393 11.740
O -14.898 -15.434 11.482
H -17.406 -13.961 10.399
H -17.749 -15.199 11.562
H -16.954 -15.671 10.049
C -21.485 -13.460 4.352
N -22.535 -13.944 3.415
O -23.362 -13.132 3.059
O -22.556 -15.105 3.095
H -21.912 -12.737 5.034
H -20.765 -13.050 3.644
H -21.103 -14.349 4.842
C -12.492 -18.209 11.566
N -11.767 -18.184 10.276
O -12.390 -17.693 9.340
O -10.652 -18.633 10.158
H -11.747 -18.562 12.274
H -13.451 -18.708 11.524
H -12.686 -17.151 11.758
C -15.634 -10.765 9.034
N -14.310 -10.614 8.388
O -13.774 -11.633 8.009
O -13.799 -9.522 8.400
H -16.138 -11.637 8.628
H -16.210 -9.858 8.886
H -15.448 -10.935 10.092
C -11.639 -16.825 4.924
N -13.053 -16.821 4.477
O -13.913 -16.828 5.349
O -13.319 -16.809 3.297
H -11.566 -16.952 5.997
H -11.191 -15.865 4.676
H -11.191 -17.630 4.348
C -20.901 -15.058 0.893
O -19.703 -15.567 1.493
C -19.396 -16.832 1.232
O -20.042 -17.544 0.528
O -18.312 -17.259 1.857
C -17.622 -16.418 2.769
H -21.008 -13.994 1.090
H -21.721 -15.544 1.425
H -20.848 -15.231 -0.178
H -17.431 -16.952 3.699
H -18.236 -15.570 3.076
H -16.688 -16.032 2.368
C -20.343 -10.299 9.594
O -19.468 -10.938 8.684
C -19.239 -10.366 7.529
O -19.623 -9.294 7.169
O -18.346 -11.152 6.876
C -17.917 -10.689 5.609
H -20.030 -9.283 9.871
H -20.331 -10.815 10.548
H -21.304 -10.138 9.103
H -16.837 -10.733 5.459
H -18.179 -9.647 5.420
H -18.382 -11.303 4.837
C -17.835 -14.579 5.870
O -17.081 -15.191 6.892
C -15.773 -14.983 6.823
O -15.198 -14.470 5.902
O -15.226 -15.333 7.973
C -13.872 -14.937 8.195
H -17.386 -14.644 4.882
H -18.068 -13.531 6.076
H -18.834 -15.016 5.838
H -13.348 -14.886 7.243
H -13.490 -15.565 8.992
H -13.861 -13.918 8.599
C -10.402 -14.592 9.845
O -9.604 -15.391 10.712
C -10.102 -15.553 11.923
O -11.101 -15.014 12.322
O -9.354 -16.363 12.653
C -9.697 -16.452 14.029
H -9.996 -14.689 8.841
H -10.375 -13.532 10.089
H -11.413 -14.993 9.844
H -8.768 -16.729 14.528
H -10.348 -17.316 14.182
H -10.124 -15.567 14.488
Cl -21.031 -16.799 11.083
C -21.189 -17.174 9.336
C -20.208 -16.361 8.516
Cl -20.354 -14.594 8.516
H -22.202 -16.977 8.990
H -20.992 -18.225 9.139
H -20.208 -16.696 7.476
H -19.182 -16.610 8.794
Cl -12.338 -11.874 3.231
C -13.667 -12.685 4.094
C -14.914 -12.755 3.230
Cl -14.654 -13.907 1.881
H -13.893 -12.155 5.016
H -13.320 -13.692 4.297
H -15.232 -11.800 2.822
H -15.719 -13.199 3.814
```